[1]
Entry from the Open Molecules 2025 dataset: a 12-piece molecular cluster, C39H102BN4O13 overall at a distorted geometry (ωB97M-V/def2-TZVPD).

The net charge is +1. The gap between HOMO and LUMO is 8.8 eV. The calculation puts the HOMO energy at -0.40744 Eh.

Last column: Mulliken charge in e.
Positions of all 159 atoms, in Å:
1 O 0.4775 -0.2195 3.8819  -0.438
2 O -4.2490 5.1842 7.3527  -0.474
3 O -5.2329 0.6696 4.2565  -0.529
4 O 0.1504 1.8371 -6.8294  -0.466
5 O -0.9358 2.7527 -10.1970  -0.567
6 O -0.6995 -4.2112 3.8285  -0.676
7 O 4.1040 -7.8790 -2.9284  -0.593
8 O 3.3139 -1.6695 -3.4669  -0.463
9 O -3.0238 0.4850 10.7194  -0.551
10 O -0.4996 -1.9493 -3.9075  -0.465
11 O 1.7203 -2.2139 1.8846  -0.477
12 O 1.5034 7.6368 -11.2222  -0.455
13 O 6.1946 -7.1833 1.4269  -0.541
14 N 0.5514 0.9974 6.4829  -0.589
15 N -2.0696 -3.0649 6.8711  -0.571
16 N -0.7729 -0.9818 6.9917  0.271
17 N -0.1090 -0.7517 4.9729  0.631
18 C -0.0883 -0.2101 6.1882  0.491
19 C -4.2340 2.3662 5.6538  -0.934
20 C 2.1555 -0.2727 -5.0524  -1.009
21 C -3.2784 2.4514 9.3382  -0.419
22 C 3.0826 -4.2026 2.0698  -1.255
23 C 1.3891 3.2703 -10.5822  -1.121
24 C 0.1681 -4.1920 -4.3998  -1.111
25 C 6.7037 -8.9059 3.0379  -1.430
26 C 2.3992 8.3079 -12.1098  0.453
27 C -3.9153 2.4706 11.7653  -1.371
28 C 2.2531 -3.3280 1.1450  0.431
29 C 5.8279 -8.4941 1.8646  0.558
30 C -5.4428 5.9854 9.2916  -1.239
31 C -1.0056 -0.7703 8.4311  -1.123
32 C -4.8413 0.9724 5.5957  1.097
33 C 2.0219 9.7781 -12.2069  -1.329
34 C -1.2772 -2.0872 6.2988  -0.131
35 C 2.9057 0.6275 -2.8296  -1.368
36 C -5.2960 6.0610 7.7795  0.425
37 C -0.4219 4.9051 -11.1659  -1.085
38 C 3.5805 -5.5325 -3.1041  -0.994
39 C -6.0430 0.8538 6.5206  -1.404
40 C 3.8300 8.1356 -11.6232  -1.289
41 C -2.6337 -0.9579 2.8905  -0.855
42 C -0.3793 2.7321 -5.8540  0.671
43 C 5.9566 -9.4701 0.7052  -1.172
44 C -2.9569 1.9159 10.7246  0.280
45 C -0.8485 -1.9090 5.0348  -0.503
46 C -1.8669 2.4719 -5.6722  -1.246
47 C 2.3804 -0.5859 -3.5845  0.961
48 C -4.9967 7.4798 7.3229  -1.381
49 C -0.0390 3.4373 -11.0776  0.344
50 C 3.0556 -6.8320 -1.0250  -0.905
51 C 3.1608 -6.8810 -2.5423  0.224
52 C -2.2189 -3.4554 -4.6965  -1.482
53 C -0.7561 -3.0484 -4.7807  0.395
54 C 3.0741 -2.8166 -0.0241  -1.053
55 C -2.3367 -2.4720 2.8264  -0.570
56 C -0.1175 4.1699 -6.2790  -1.298
57 B -1.2491 -2.9509 3.8744  0.508
58 H -4.9436 2.1759 11.5379  0.358
59 H 7.1132 -7.2154 1.1397  0.337
60 H 1.7893 -1.1544 -5.5788  0.213
61 H 7.7572 -8.9197 2.7457  0.364
62 H -3.4310 5.4826 7.7643  0.314
63 H -0.0125 -4.5059 -3.3664  0.298
64 H -2.0389 1.4365 -5.3747  0.275
65 H -4.0871 0.2306 5.8775  -0.243
66 H 2.2848 7.8352 -13.0863  0.259
67 H 1.3684 1.0942 5.8855  0.324
68 H 4.5650 -5.2434 -2.7244  0.395
69 H 0.5872 -0.9305 3.2295  0.498
70 H 1.2086 -3.8685 -4.4586  0.185
71 H -0.6906 -2.2349 -3.0077  0.286
72 H 4.0224 -6.5840 -0.5751  0.152
73 H -3.9251 0.2336 10.4885  0.367
74 H -0.0687 1.7537 6.1940  0.287
75 H -6.8259 1.5565 6.2252  0.366
76 H -6.4724 -0.1474 6.4642  0.423
77 H 5.6631 -10.4778 1.0023  0.375
78 H 4.1410 -1.3777 -3.8647  0.314
79 H -2.0708 -2.8037 1.8195  0.355
80 H -2.2949 3.1293 -4.9132  0.399
81 H -3.2739 -2.9846 3.1047  0.378
82 H -6.2506 6.6276 9.6440  0.444
83 H 4.7863 -8.4431 2.1859  0.264
84 H -6.2125 5.7088 7.3044  0.266
85 H -1.4068 -4.8558 3.9636  0.307
86 H 1.5909 8.0421 -10.3531  0.295
87 H 4.9594 -7.6334 -2.5598  0.361
88 H 1.6504 2.2131 -10.5157  0.307
89 H 2.2054 1.4627 -2.8881  0.321
90 H 1.5008 3.6931 -9.5791  0.222
91 H -3.9053 2.6161 6.6623  0.068
92 H 3.8675 0.9511 -3.2378  0.392
93 H -0.8520 -1.7407 8.9012  0.285
94 H 3.0941 0.0203 -5.5332  0.466
95 H 0.1460 2.5250 -4.9194  0.210
96 H -5.7679 1.0575 7.5568  0.192
97 H -4.5153 6.2919 9.7843  0.326
98 H 1.3991 -3.8958 0.7738  0.212
99 H 2.4701 -2.1839 -0.6755  0.248
100 H -0.2906 -0.0426 8.8010  0.435
101 H 2.6774 10.3107 -12.8974  0.375
102 H -3.3782 2.4384 4.9782  0.318
103 H -1.5583 -3.6396 7.5321  0.261
104 H -1.9326 2.1801 10.9916  0.327
105 H -4.2868 2.1571 9.0349  0.045
106 H -3.6787 2.0742 12.7527  0.347
107 H -5.7918 8.1661 7.6165  0.387
108 H 2.4792 -4.5545 2.9088  0.307
109 H -2.4033 2.6304 -6.6120  0.297
110 H 2.0985 3.7643 -11.2478  0.392
111 H 2.7615 -7.8060 -0.6300  0.366
112 H 0.9517 4.3404 -6.4128  0.325
113 H -4.9571 3.1186 5.3330  0.348
114 H -0.1451 2.9705 -12.0574  0.316
115 H 2.8632 -4.7538 -2.8385  0.101
116 H 4.0847 7.0773 -11.5518  0.299
117 H -4.0559 7.8329 7.7543  0.360
118 H 3.4822 -5.0681 1.5406  0.210
119 H -0.3026 2.0063 -7.6628  0.251
120 H -5.8991 1.3115 3.9882  0.360
121 H 3.0705 0.3831 -1.7779  0.274
122 H 3.9511 8.5640 -10.6243  0.349
123 H -5.6505 4.9607 9.6055  0.247
124 H 6.9857 -9.5030 0.3365  0.349
125 H 2.3217 -6.0885 -0.7033  0.263
126 H 3.6600 -5.5760 -4.1909  0.353
127 H 3.9102 -2.2056 0.3286  0.400
128 H -1.4508 5.0115 -11.5133  0.348
129 H 1.4339 0.5319 -5.1823  -0.046
130 H 2.0869 10.2577 -11.2261  0.352
131 H -1.7740 -0.3809 2.5483  0.301
132 H 2.1995 -7.1738 -2.9675  0.314
133 H 0.2345 5.4454 -11.8464  0.322
134 H -3.4711 -0.7543 2.2222  0.462
135 H -3.8676 3.5597 11.8064  0.356
136 H 6.4330 -9.8966 3.4056  0.376
137 H 3.9188 -3.6357 2.4891  0.367
138 H -2.4772 -3.7552 -3.6764  0.357
139 H 6.6071 -8.1918 3.8567  0.338
140 H -4.8869 7.5175 6.2386  0.330
141 H -3.2140 3.5393 9.3061  0.235
142 H -0.3650 5.3804 -10.1824  0.206
143 H -0.4936 4.8779 -5.5388  0.408
144 H -2.4378 -4.2864 -5.3683  0.390
145 H 1.4467 -0.9182 -3.1379  -0.011
146 H -0.8539 3.1578 -9.3278  0.269
147 H 0.9924 9.8866 -12.5498  0.325
148 H 0.0316 -5.0548 -5.0538  0.454
149 H 2.4593 -1.6951 2.2234  0.322
150 H -2.8649 -2.6164 -4.9582  0.347
151 H 3.4725 -3.6410 -0.6155  0.112
152 H 4.5386 8.6199 -12.2967  0.377
153 H -2.5873 2.0405 8.5976  -0.005
154 H -2.5168 -3.6539 6.1849  0.224
155 H -2.0354 -0.4929 8.6430  0.494
156 H -0.6001 4.3829 -7.2382  0.231
157 H -0.5317 -2.7103 -5.7930  0.312
158 H -2.9718 -0.6377 3.8758  0.006
159 H 5.3288 -9.1560 -0.1305  0.196

---

[2]
Entry from the Open Molecules 2025 dataset: a 9-piece molecular cluster, C39H102N12O15 overall at a distorted geometry (ωB97M-V/def2-TZVPD).

Its SMILES is COCCNCCOC.COCCNCCOC.COCCNCCOC.COCCNCCOC.COCCNCCOC.COCCNCCOC.NC(N)=O.NC(N)=O.NC(N)=O. The energy relative to the best compared isomer or geometry (same formula, charge and spin) comes out at 148.9 kcal per mole. The gap between HOMO and LUMO is 8.9 eV. The calculation puts the HOMO energy at -0.31863 Eh.

Last column: Mulliken charge in e.
Positions of all 168 atoms, in Å:
1 O -2.8984 -10.9371 -16.2261  -0.275
2 O -2.2090 -10.0438 -6.2134  -0.293
3 O -2.1674 -6.6478 -9.7386  -0.026
4 O 4.6922 -5.8771 -11.8640  -0.695
5 O -5.6725 -7.4659 -6.4178  -0.519
6 O 1.1666 -13.6742 -13.9267  -0.379
7 O -3.3105 -2.3720 -5.5431  -0.320
8 O 0.5291 -4.0184 -12.4812  -0.773
9 O -6.2101 -9.9515 -10.3949  -0.151
10 O -1.0443 -10.6009 -12.0934  -0.255
11 O -5.6406 -4.8750 -13.1324  -0.590
12 O -2.4145 -11.7886 0.5102  -0.361
13 O -3.1649 -14.1521 -13.2682  -0.620
14 O -4.6236 -6.9664 -17.7648  -0.103
15 O -11.3088 -8.0047 -10.4345  -0.350
16 N -0.8680 -5.2080 -13.5802  0.119
17 N -1.3978 -3.1272 -13.2337  -0.378
18 N -4.2937 -12.6051 -14.2250  -0.007
19 N -1.8889 -11.0496 -3.0870  -0.332
20 N -3.2792 -5.5701 -15.0886  -0.121
21 N 2.6999 -6.1511 -12.8816  -0.315
22 N -3.3574 -5.4034 -5.4487  -0.021
23 N -8.9731 -9.5019 -11.9965  -0.529
24 N -5.2963 -13.9625 -13.1054  -0.460
25 N 0.2555 -11.8129 -16.1706  -0.479
26 N 3.0248 -4.4649 -11.5007  -0.288
27 N -0.1202 -7.8067 -11.9913  0.092
28 C -5.5822 -6.8746 -18.8322  -0.939
29 C -0.0353 -7.6707 -10.5054  -1.080
30 C -0.7294 -6.4695 -9.8954  -0.906
31 C -2.8910 -5.5694 -9.1840  -0.557
32 C -5.8629 -8.5218 -7.4100  -0.538
33 C -0.8868 -11.7994 -17.0904  -1.011
34 C 1.1396 -12.2629 -13.8464  -0.849
35 C -3.7963 -11.9911 0.9028  -0.727
36 C -2.1328 -12.1282 -0.8577  -0.573
37 C 3.5289 -5.6095 -12.0332  0.420
38 C -4.0012 -9.9898 -16.3627  -0.100
39 C -5.3763 -11.0600 -9.9927  -0.919
40 C -4.7049 -5.9697 -13.0742  0.631
41 C -9.9258 -8.4547 -12.4270  -0.277
42 C -1.7320 -10.5760 -16.9070  -0.308
43 C -4.0823 -6.4621 -4.7796  -1.068
44 C -2.8459 -1.3610 -6.3654  -0.731
45 C -3.6880 -5.9083 -17.6106  -0.796
46 C -4.4039 -7.5508 -5.8370  0.043
47 C -6.0383 -4.4400 -11.8450  -0.574
48 C -7.5988 -8.9171 -12.1557  -1.119
49 C -4.1893 -13.7075 -13.6129  0.805
50 C -0.0035 -11.7268 -14.7216  0.723
51 C -2.2738 -3.3558 -5.2416  -0.513
52 C -4.3501 -6.3605 -14.5101  -0.145
53 C -1.5777 -9.9561 -7.4427  -0.626
54 C -2.6518 -11.0522 -1.8422  -0.664
55 C -1.3494 -9.6806 -5.0584  -0.887
56 C -2.7703 -6.1389 -16.3515  -0.751
57 C -11.2972 -8.6506 -11.7489  -0.715
58 C -11.4905 -6.5856 -10.4042  -0.648
59 C 1.9084 -14.2052 -12.8440  -0.707
60 C -2.8304 -4.4790 -4.4402  -0.773
61 C -1.9930 -9.6940 -3.7063  -0.343
62 C -1.4447 -8.0841 -12.4565  -0.143
63 C -1.4929 -11.8088 -11.4594  -0.382
64 C -6.4294 -9.8591 -11.7768  0.385
65 C -1.9340 -9.5179 -11.8288  0.095
66 C -0.5377 -4.0941 -13.0549  0.520
67 H -1.8932 -9.4521 -10.7416  -0.269
68 H -4.3495 -8.5147 -5.3309  0.294
69 H -1.0688 -8.6541 -5.2943  0.375
70 H -4.2001 -12.9874 0.7226  0.311
71 H -2.2905 -0.6633 -5.7386  0.286
72 H -1.1725 -9.7177 -16.5350  0.271
73 H -5.6385 -11.4442 -9.0069  0.338
74 H -2.5601 -11.9640 -11.6178  -0.012
75 H -5.1555 -6.9987 -19.8275  0.341
76 H -5.1436 -4.1221 -11.3098  0.201
77 H -2.5420 -13.0848 -1.1827  0.312
78 H -0.5024 -5.6522 -10.5799  0.349
79 H 2.0709 -11.9155 -14.2935  0.483
80 H 0.3707 -8.6180 -12.3391  0.360
81 H -4.1652 -4.9285 -17.6285  0.391
82 H -11.8742 -6.3780 -9.4053  0.242
83 H 2.0458 -15.2773 -12.9853  0.250
84 H -1.4546 -8.9753 -3.0884  0.287
85 H -1.7771 -3.6639 -6.1617  0.230
86 H -3.9343 -11.8549 1.9754  0.282
87 H -2.9866 -4.8098 -9.9599  0.276
88 H -3.5966 -7.5295 -6.5690  0.006
89 H -4.4939 -11.2872 0.4489  0.281
90 H -11.9988 -8.1092 -12.3835  0.405
91 H -6.6432 -3.5359 -11.9142  0.315
92 H -4.9310 -6.0357 -4.2448  0.452
93 H -1.9689 -4.9387 -3.9557  0.376
94 H -0.4297 -10.2621 -5.1239  0.486
95 H 0.5042 -12.7832 -16.2997  0.312
96 H -4.7136 -10.2552 -15.5816  0.138
97 H -5.2368 -12.2585 -14.3279  0.039
98 H -3.4732 -12.1291 -14.5717  -0.100
99 H -6.1650 -5.9607 -18.9471  0.356
100 H -0.9578 -12.7050 -11.7733  0.266
101 H -2.3230 -7.1153 -16.1651  0.061
102 H -2.5092 -5.1321 -8.2615  0.084
103 H 1.0297 -7.4985 -10.3499  0.611
104 H -9.1426 -9.6930 -11.0193  0.328
105 H -6.3295 -7.6554 -18.6910  0.255
106 H -1.5339 -2.8272 -4.6406  0.442
107 H -3.8377 -5.7357 -12.4567  -0.278
108 H -2.9274 -9.8235 -12.1571  0.167
109 H -2.1489 -11.8037 -3.7066  0.282
110 H 3.1859 -6.9089 -13.3396  0.220
111 H -3.0326 -9.4449 -3.9191  0.365
112 H -0.2420 -6.2367 -8.9487  0.580
113 H -1.2807 -11.8032 -10.3903  0.187
114 H -1.9870 -10.4225 -17.9556  0.380
115 H -3.0848 -5.9797 -18.5157  0.524
116 H 2.0503 -4.2166 -11.5946  0.379
117 H -5.8119 -9.5672 -7.1056  0.325
118 H -0.9303 -12.2376 -14.4604  -0.116
119 H -2.1946 -7.3350 -12.2022  -0.910
120 H -0.2845 -8.6186 -10.0285  0.397
121 H -1.3072 -8.2266 -13.5283  0.795
122 H -1.4474 -12.7339 -17.0675  0.376
123 H -9.6506 -7.4250 -12.1985  0.157
124 H -1.0453 -12.1250 -0.9316  0.364
125 H -7.4901 -8.1038 -11.4381  0.509
126 H -2.1360 -1.6738 -7.1311  0.299
127 H -1.8877 -5.5636 -16.6310  0.428
128 H -3.8912 -5.9899 -9.0800  0.210
129 H -3.6038 -4.6536 -15.3619  0.356
130 H 1.0087 -11.8279 -12.8555  0.361
131 H -1.2867 -8.9368 -7.6966  0.281
132 H -3.8305 -1.0106 -6.6753  0.245
133 H 3.5685 -3.8322 -10.9313  0.148
134 H -6.6295 -5.1526 -11.2698  0.202
135 H -12.2586 -6.1935 -11.0707  0.312
136 H -5.1372 -8.4054 -8.2149  0.132
137 H 1.6984 -6.0895 -12.7665  0.186
138 H -4.3092 -10.8409 -10.0316  0.313
139 H -5.2444 -6.1201 -15.0849  0.562
140 H -2.2609 -10.2538 -8.2381  0.037
141 H -3.6939 -8.9903 -16.0549  -0.163
142 H -10.5448 -6.0975 -10.6398  0.227
143 H -3.4250 -6.9406 -4.0536  0.395
144 H 1.3136 -13.9663 -11.9624  0.228
145 H -6.0495 -13.3487 -13.3812  0.181
146 H -2.6963 -10.0786 -1.3540  0.442
147 H -3.5378 -4.2230 -3.6514  0.381
148 H -5.0904 -14.6437 -12.3886  0.267
149 H -11.6351 -9.6869 -11.7432  0.368
150 H -5.5017 -9.4806 -12.2061  -0.359
151 H -0.6732 -10.5443 -7.5975  0.462
152 H -0.4362 -11.8731 -18.0802  0.464
153 H -5.5499 -12.0078 -10.5021  0.339
154 H -4.4543 -9.9728 -17.3539  0.280
155 H -10.0094 -8.5668 -13.5080  0.353
156 H -1.8176 -5.3242 -13.9038  0.184
157 H -0.2071 -5.9518 -13.4066  -0.083
158 H -6.5666 -10.8794 -12.1347  0.338
159 H -2.2025 -3.2019 -13.8395  0.157
160 H -4.1006 -7.4215 -14.5209  -0.380
161 H -0.1617 -10.6762 -14.4780  -0.174
162 H -7.4653 -8.6229 -13.1968  0.489
163 H -5.1660 -6.8244 -12.5792  -0.121
164 H -0.9314 -2.2378 -13.1258  0.274
165 H -3.6789 -11.3491 -2.0543  0.298
166 H 2.8506 -13.6587 -12.8036  0.315
167 H -6.7987 -8.1671 -7.8418  0.329
168 H -4.0982 -4.9769 -5.9866  0.199